(1)
53
Properties=species:S:1:pos:R:3 method="wB97M-V/def2-TZVPD" spin_multiplicity=1 e_homo_ev=-8.13 gap_ev=8.324 total_charge=0
C 3.01188 1.42181 4.70334
C 3.20897 1.75645 3.25629
C 2.24477 1.44742 2.31231
C 2.43606 1.73219 0.96502
C 3.59430 2.37827 0.53273
C 4.55952 2.67402 1.48784
C 4.37968 2.36708 2.82147
H 5.15025 2.61153 3.53794
H 5.46830 3.16573 1.17237
C 3.80358 2.75964 -0.89767
H 4.20535 1.91255 -1.45453
H 4.50803 3.58429 -0.97246
H 2.86349 3.04777 -1.36570
N 1.39525 1.41433 0.05971
C 1.52759 0.51605 -0.95776
N 0.48212 0.40598 -1.81712
C 0.45660 -0.63503 -2.83257
C -0.48051 -1.74038 -2.42333
C -0.08374 -2.65515 -1.45435
C -0.97371 -3.58752 -0.95631
C -2.27473 -3.60474 -1.43384
C -2.67736 -2.73123 -2.43003
C -1.77564 -1.80439 -2.91966
H -2.09241 -1.11720 -3.69078
H -3.68812 -2.76647 -2.80473
Cl -3.41537 -4.71961 -0.77168
H -0.66783 -4.28870 -0.19604
H 0.92825 -2.62403 -1.07892
H 1.47752 -1.01069 -2.93350
H 0.14024 -0.18835 -3.77986
C -0.73674 1.17142 -1.68200
C -1.81391 0.48035 -0.87306
C -1.50091 -0.37087 0.18089
C -2.49403 -1.05309 0.85552
C -3.82517 -0.88299 0.49053
C -4.14801 -0.00191 -0.53868
C -3.15005 0.67152 -1.21092
H -3.40430 1.34104 -2.01988
H -5.18594 0.12518 -0.80561
C -4.91613 -1.63682 1.14684
O -6.08113 -1.54937 0.84830
O -4.48803 -2.44930 2.12341
H -5.23916 -2.93543 2.49772
H -2.24260 -1.72953 1.65661
H -0.47125 -0.54308 0.45662
H -0.50646 2.15362 -1.25297
H -1.12296 1.35197 -2.69079
S 2.91190 -0.37722 -1.13724
H 0.46747 1.55289 0.43711
H 1.32594 0.96553 2.62095
H 3.34990 2.23991 5.33623
H 1.96600 1.21764 4.91924
H 3.59324 0.53691 4.96300

***

(2)
55
Properties=species:S:1:pos:R:3 method="wB97M-V/def2-TZVPD" spin_multiplicity=1 e_homo_ev=-8.17 gap_ev=8.430 e_above_lowest_kcal_mol=3.3 total_charge=0
O -3.90373 -1.17804 1.10502
C -3.73534 -0.04986 0.70233
N -3.91113 0.33549 -0.58701
H -3.59856 1.27883 -0.80076
C -3.70118 -0.63805 -1.63041
H -3.99835 -1.60683 -1.22328
H -4.31523 -0.40015 -2.50113
C -2.20021 -0.65708 -2.02324
H -1.98407 0.22657 -2.63452
O -1.38941 -0.54078 -0.87042
C -1.10729 -1.85221 -0.42006
H -1.95318 -2.24430 0.15871
C -0.87975 -2.66661 -1.69580
H 0.16215 -2.58795 -2.00471
H -1.12451 -3.71618 -1.55441
C -1.79857 -1.97577 -2.71590
H -2.68263 -2.57477 -2.92955
H -1.27999 -1.78436 -3.65332
H -0.23386 -1.79257 0.22718
C -3.31040 1.10971 1.61610
N -2.04695 1.63114 1.13155
N -2.15289 2.40457 0.04859
C -1.09189 2.83084 -0.55854
C 0.19499 2.46890 -0.11581
C 0.29088 1.64250 1.00649
N 1.59955 1.37995 1.28333
C 2.37266 2.01545 0.34460
C 3.75636 2.05443 0.20301
C 4.27719 2.79606 -0.83560
C 3.45286 3.49091 -1.72413
C 2.08236 3.46305 -1.59306
C 1.53049 2.72195 -0.55159
H 1.44502 4.00217 -2.27741
H 3.90470 4.05808 -2.52392
H 5.34789 2.84121 -0.96799
H 4.40865 1.52245 0.87959
C 2.05612 0.47967 2.31193
C 1.99344 -0.96014 1.85626
C 1.33694 -1.91196 2.62425
C 1.27674 -3.22877 2.20136
C 1.85868 -3.61128 1.00518
C 2.49977 -2.65316 0.23706
C 2.57606 -1.33487 0.65166
H 3.07675 -0.60721 0.03128
Cl 3.21393 -3.10544 -1.27377
H 1.80978 -4.63369 0.66600
H 0.76308 -3.96311 2.80209
H 0.85490 -1.61519 3.54202
H 1.41338 0.60445 3.18600
H 3.08299 0.74870 2.57769
C -0.87392 1.18057 1.72011
O -0.88899 0.50378 2.73748
H -1.25947 3.46265 -1.41676
H -3.15823 0.73215 2.62826
H -4.05862 1.90408 1.59796

***

(3)
50
Properties=species:S:1:pos:R:3 method="wB97M-V/def2-TZVPD" spin_multiplicity=5 e_homo_ev="-10.59 / -11.68" gap_ev="8.126 / 4.679" total_charge=+1
C -1.02208 -1.62560 4.58111
C -0.92901 -2.12749 3.26269
C 0.46253 -2.24607 2.93619
H -1.75638 -2.24492 2.57980
C 1.22452 -1.82555 4.08533
C 0.29319 -1.42668 5.09097
H 0.56265 -0.94097 6.01485
H -1.92722 -1.25225 5.02449
H 0.88163 -2.55549 1.98866
H 2.30218 -1.77120 4.16226
Pd 0.07406 -0.31525 3.35381
Cl 2.21162 1.26009 2.64438
P 0.20247 0.21437 -0.47345
C 1.29849 -0.84251 -1.51337
C 0.86636 -1.56461 -2.63825
H -0.18098 -1.52225 -2.95608
C 1.77767 -2.34249 -3.36349
H 1.42649 -2.89336 -4.23786
C 3.11284 -2.40473 -2.96159
H 3.81851 -3.00791 -3.53170
C 3.55188 -1.69799 -1.83163
H 4.59832 -1.74189 -1.52840
C 2.64738 -0.93005 -1.09812
H 2.95270 -0.37970 -0.19792
C -1.44840 -0.22107 -1.17755
C -2.08852 -1.35538 -0.62336
H -1.58235 -1.92283 0.16815
C -3.33636 -1.75331 -1.09624
H -3.81247 -2.64345 -0.68255
C -3.96726 -1.01739 -2.11077
H -4.94206 -1.33216 -2.47910
C -3.35368 0.11337 -2.65039
H -3.83895 0.69573 -3.43556
C -2.09583 0.51688 -2.18117
H -1.62476 1.40889 -2.60819
C 0.47851 1.86224 -1.25505
C 1.19422 2.06110 -2.44661
H 1.62382 1.20907 -2.98476
C 1.35620 3.35657 -2.95403
H 1.90935 3.49402 -3.88421
C 0.81634 4.44768 -2.27094
H 0.94299 5.45208 -2.67225
C 0.11194 4.26130 -1.07281
H -0.31633 5.11323 -0.54338
C -0.04603 2.97513 -0.55910
H -0.56645 2.80175 0.39023
C -1.01735 1.64327 4.91898
H -0.31993 1.78355 3.94610
H -1.22521 0.64505 5.44916
H -1.30124 2.58920 5.42276

***

(4)
59
Properties=species:S:1:pos:R:3 method="wB97M-V/def2-TZVPD" spin_multiplicity=8 e_homo_ev="-6.21 / -8.18" gap_ev="6.650 / 8.611" e_above_lowest_kcal_mol=1.5 total_charge=0
Eu -0.08848 0.10752 0.44963
N -2.40815 1.00265 -0.42750
N -2.38153 -0.37660 -0.83747
C -2.48977 -1.33335 0.24434
O -3.02893 -2.39995 -0.02483
O -1.92265 -0.97199 1.32488
H -3.24381 1.18251 0.11978
H -2.39292 1.57169 -1.26395
H -3.08531 -0.61363 -1.52657
O 0.09892 2.01746 1.74059
N 0.55846 3.10485 1.27324
N 0.87805 3.02980 0.02343
O 0.75863 1.96162 -0.71968
C 1.54210 4.19352 -0.51321
C 2.47215 3.99131 -1.51750
C 3.13641 5.09271 -2.03951
C 2.86507 6.36726 -1.56607
C 1.91802 6.54661 -0.56469
C 1.24406 5.45937 -0.03147
H 2.64509 2.98389 -1.86745
H 3.87181 4.95743 -2.82244
H 3.38053 7.22502 -1.97750
H 1.69192 7.53933 -0.19767
H 0.50536 5.58309 0.74581
N 2.55854 -2.41867 -0.52467
P 0.90623 -2.65517 -0.02633
C 1.11126 -3.17404 1.73370
C 1.43893 -4.47761 2.10193
C 1.67480 -4.81871 3.42476
C 1.59749 -3.84952 4.41420
C 1.28160 -2.54425 4.06974
C 1.03536 -2.21125 2.74569
C 0.52433 -4.23235 -0.84383
C -0.59131 -4.94234 -0.39620
C -0.97987 -6.10671 -1.03405
C -0.27526 -6.57803 -2.13524
C 0.81299 -5.86275 -2.60830
C 1.20193 -4.69148 -1.96938
C 3.27052 -1.29213 -0.13784
C 4.62140 -1.13456 -0.48840
C 5.29228 -0.04318 0.00964
C 4.64246 0.86990 0.84384
C 3.30887 0.65357 1.10480
N 2.63751 -0.39864 0.61347
H 3.09994 -3.16791 -0.92535
H 1.50750 -5.24932 1.34487
H 1.92002 -5.84105 3.68195
H 1.78227 -4.10930 5.44867
H 1.21745 -1.77608 4.82913
H 0.80720 -1.16401 2.57358
H -1.17553 -4.57027 0.43804
H -1.84802 -6.64249 -0.67312
H -0.58543 -7.48963 -2.62927
H 1.35985 -6.20225 -3.47822
H 2.03057 -4.13113 -2.38550
H 5.11455 -1.86109 -1.12007
H 6.33779 0.09657 -0.23619
H 5.15601 1.71696 1.27390
H 2.74376 1.30009 1.76723

***

(5)
54
Properties=species:S:1:pos:R:3 method="wB97M-V/def2-TZVPD" spin_multiplicity=3 e_homo_ev="-0.84 / -3.30" gap_ev="3.565 / 5.986" total_charge=-1
Pt -0.48532 -0.36273 -0.34705
C 0.68391 -1.93720 1.23812
N 0.76625 -1.96201 -0.21935
C 2.15379 -1.96590 -0.65997
C 0.04410 -3.13069 -0.77753
C -1.48477 -3.09545 -0.53175
N -1.90295 -1.73374 -0.74373
C -3.17484 -1.35154 -0.66622
C -3.26878 0.03334 -0.58389
F -2.08192 0.66153 -0.54969
C -4.48521 0.70071 -0.54585
F -4.53681 2.03959 -0.47374
C -5.66717 -0.02568 -0.59088
C -5.59590 -1.41586 -0.66492
F -6.74041 -2.11650 -0.71593
C -4.36529 -2.08092 -0.69866
F -4.36505 -3.42124 -0.78842
H 1.10863 -2.84273 1.68712
H -0.34567 -1.83079 1.59321
H 1.22914 -1.07445 1.63763
H 2.69276 -2.86049 -0.32765
H 2.68348 -1.08552 -0.27855
H 2.21416 -1.91322 -1.75279
H 0.45577 -4.07514 -0.39869
H 0.19599 -3.13621 -1.86646
H -1.69645 -3.44548 0.48599
H -1.95289 -3.80846 -1.22121
H -6.62442 0.47614 -0.57298
C 3.52210 2.83952 4.12911
C 2.25828 2.41510 4.53349
C 1.39954 1.79833 3.61876
C 1.79086 1.60859 2.28656
C 3.06911 2.03495 1.89582
C 3.92935 2.64686 2.81144
C 0.85925 0.96752 1.34747
C 0.91945 1.13593 0.05818
C 1.01917 1.41279 -1.34139
C 1.15286 2.73536 -1.77223
C 1.26929 3.01990 -3.13360
C 1.25194 1.98229 -4.06482
C 1.11822 0.66098 -3.63541
C 1.00164 0.37508 -2.27316
H 4.18944 3.31945 4.84014
H 1.93781 2.56648 5.56094
H 0.41532 1.48151 3.95583
H 3.41239 1.89156 0.87342
H 4.91626 2.97188 2.49258
H 0.02972 0.40832 1.76673
H 1.17003 3.54823 -1.04975
H 1.37498 4.04942 -3.46547
H 1.34494 2.20274 -5.12503
H 1.10669 -0.14712 -4.36200
H 0.90161 -0.65654 -1.94640
H -0.81438 -0.50847 1.33263

***

(6)
80
Properties=species:S:1:pos:R:3 method="wB97M-V/def2-TZVPD" spin_multiplicity=4 e_homo_ev="-7.12 / -7.23" gap_ev="7.394 / 7.445" e_above_lowest_kcal_mol=123.4 total_charge=-1
Mn -0.04958 -0.22757 -0.24528
O -0.62673 2.48740 1.85783
P 0.58074 1.51217 2.15018
O 1.08401 1.64190 3.51250
O 0.14086 0.12122 1.60986
O 1.70731 2.02063 0.97215
P 2.72544 0.78327 0.49381
O 3.82845 1.52964 -0.32443
O 3.23907 0.01840 1.62381
O 1.82509 -0.01510 -0.50480
H -0.57824 3.27053 2.41980
H 3.47211 2.30387 -0.80468
F -1.46449 3.75906 -0.79118
Te 0.27653 3.11310 -1.03509
F 0.42455 4.37762 0.33186
F 0.37425 4.57622 -2.18998
F 2.14622 3.59772 -0.98711
F -0.65905 2.56295 -2.68070
O -0.51911 1.47481 -0.55830
O -1.27419 -2.09536 -3.01345
C -0.66890 -1.06269 -3.21199
N 0.05008 -0.37740 -2.24486
S 1.19210 0.56483 -3.02157
O 2.33800 -0.22793 -3.37556
O 1.57976 1.87112 -2.40141
C 0.27536 0.70821 -4.51181
C 0.47416 1.53622 -5.59135
C -0.26212 1.25195 -6.73502
C -1.13449 0.16496 -6.78311
C -1.31101 -0.65495 -5.67421
C -0.59513 -0.35883 -4.53252
H 1.15252 2.37739 -5.53997
H -0.15297 1.88682 -7.60504
H -1.68391 -0.03703 -7.69414
H -1.99041 -1.49849 -5.68535
C -3.50318 -3.82511 -1.49802
C -3.02698 -4.66950 -2.68442
S -1.93884 -6.00631 -2.22585
O -2.10174 -6.28003 -0.81505
O -2.12535 -7.07869 -3.17598
C -0.26018 -5.39990 -2.46389
C 0.57257 -5.56185 -1.19867
N 0.39851 -4.39296 -0.33124
C 0.79685 -3.14498 -0.67767
N 0.15514 -2.25284 0.05711
C -0.67166 -2.92707 0.91795
C -0.52331 -4.24057 0.68687
N -1.03464 -5.31876 1.48555
O -0.39757 -6.35629 1.50632
O -2.04512 -5.09434 2.11885
C 1.84293 -2.88261 -1.69772
H -4.47056 -3.38201 -1.74059
H -2.80653 -3.01605 -1.28300
H -3.62162 -4.43910 -0.60642
H -2.47628 -4.06707 -3.41014
H -3.83862 -5.19564 -3.18881
H -0.32608 -4.35094 -2.76254
H 0.12416 -5.99438 -3.29153
H 1.62787 -5.65180 -1.44010
H 0.26890 -6.44198 -0.64553
H -1.27584 -2.42431 1.65222
H 2.60129 -3.66383 -1.66375
H 2.30757 -1.92127 -1.50401
H 1.42565 -2.84367 -2.70666
F -9.37025 -0.14989 1.10891
C -8.74523 0.67429 0.24656
F -9.33745 0.48898 -0.95257
F -9.02500 1.93263 0.62514
C -7.27156 0.40948 0.18566
C -6.37663 1.45866 0.04286
C -5.01977 1.19859 -0.05412
C -4.55609 -0.11651 -0.00385
C -5.46420 -1.16462 0.14303
C -6.81912 -0.90204 0.23480
C -3.14372 -0.35908 -0.10486
C -1.95324 -0.53489 -0.17431
H -6.73739 2.47781 0.01152
H -4.30457 2.00313 -0.17637
H -5.09724 -2.18270 0.19066
H -7.52564 -1.71422 0.34958

***

(7)
65
Properties=species:S:1:pos:R:3 method="wB97M-V/def2-TZVPD" spin_multiplicity=6 e_homo_ev="-4.47 / -4.44" gap_ev="6.156 / 6.124" e_above_lowest_kcal_mol=27.6 total_charge=-1
Ru 0.91126 -1.15063 -0.55491
C -4.32816 1.77211 1.57261
N -3.17549 1.67791 0.70129
C -2.77071 2.62344 -0.20487
C -1.63632 2.13416 -0.79194
N -1.33656 0.91303 -0.26499
C -2.26729 0.65860 0.62457
P -2.39635 -0.88601 1.55705
C -0.77472 -0.90668 2.36749
N 0.39317 -0.96013 1.75955
C 1.32771 -1.25998 2.70248
C 0.71373 -1.38033 3.91401
N -0.62376 -1.17466 3.69557
C -1.65368 -1.17395 4.71507
C -2.12057 -2.06637 0.21586
N -1.23878 -2.00712 -0.76564
C -1.45952 -3.08155 -1.56961
C -2.49918 -3.80800 -1.06846
N -2.91205 -3.16275 0.06398
C -4.00389 -3.59275 0.91477
H -4.72841 2.78107 1.50798
H -4.04581 1.57626 2.60575
H -5.10306 1.06401 1.27947
H -3.31110 3.54467 -0.33940
H -1.01991 2.58630 -1.55134
H 2.36109 -1.39402 2.43187
H 1.10043 -1.60758 4.89185
H -1.17737 -1.07043 5.68709
H -2.22631 -2.10133 4.69746
H -2.33283 -0.33685 4.56889
H -0.81448 -3.29443 -2.40489
H -2.92583 -4.74501 -1.37807
H -4.38335 -4.53424 0.52655
H -4.81034 -2.86043 0.92168
H -3.65501 -3.75182 1.93376
C 1.92902 2.34529 1.34830
C 1.90350 2.78921 -0.08440
C 2.23527 4.12812 -0.41298
C 2.21636 4.50886 -1.71762
C 1.88354 3.57184 -2.72199
C 1.86926 3.92607 -4.08978
C 1.56054 2.97011 -5.01515
C 1.26324 1.65805 -4.61569
C 1.25359 1.25826 -3.29129
S 0.91581 -0.41940 -2.96777
C 1.56994 2.25354 -2.30713
N 1.57900 1.90355 -0.99177
H 2.16887 3.17388 2.01606
H 2.66937 1.55554 1.47728
H 0.96143 1.92971 1.62530
H 2.50058 4.82292 0.37352
H 2.47022 5.52251 -2.00834
H 2.11794 4.94032 -4.37853
H 1.55346 3.21532 -6.07046
H 1.03717 0.91123 -5.36624
N 2.90411 -0.69616 -0.00671
C 4.04803 -0.90782 -0.18226
N 5.29668 -0.98297 -0.22786
C 6.15617 -1.61047 -0.98374
N 7.01418 -2.09675 -1.59060
O 0.89470 -3.23281 0.55158
S 1.59899 -4.01838 -0.54710
O 2.93227 -4.39142 -0.13372
O 1.65941 -2.93673 -1.64178
O 0.76075 -5.11589 -1.00163

***

(8)
63
Properties=species:S:1:pos:R:3 method="wB97M-V/def2-TZVPD" spin_multiplicity=1 e_homo_ev="-10.54 / -10.51" gap_ev="4.482 / 4.675" e_above_lowest_kcal_mol=44.7 total_charge=+1
Pb -0.27885 0.49311 -0.07950
C -2.99025 1.46497 4.33640
C -2.52463 2.84644 4.01816
S -1.43798 2.58546 2.53541
C -0.14049 3.84159 2.96120
C 0.96011 3.13043 3.69442
S 0.99573 1.42405 2.94796
C 0.77988 0.23296 4.40113
C -0.59006 0.31046 5.01896
S -1.79405 0.21507 3.67368
H -3.12099 1.26439 5.40329
H -3.94679 1.15584 3.90285
H -3.26460 3.53285 3.59483
H -2.01066 3.32893 4.85232
H 0.21127 4.22380 1.94769
H -0.67332 4.62420 3.55043
H 2.01251 3.53153 3.54069
H 0.84392 3.14422 4.81587
H 1.00700 -0.78123 3.98262
H 1.58337 0.51260 5.08824
H -0.87930 -0.47556 5.73170
H -0.70066 1.18935 5.63928
O 0.25197 -2.07517 1.06619
C -0.13335 -3.23602 0.31731
C -1.26335 -3.03711 -0.72185
C -1.23943 -3.71870 -1.96776
C -2.27949 -3.44791 -2.85843
C -3.27493 -2.54615 -2.48177
C -3.25193 -2.01501 -1.21779
N -2.20599 -2.18611 -0.38474
H 1.23639 -2.04226 0.94332
H -0.53545 -3.94804 1.03454
H 0.77961 -3.69338 -0.14009
H -0.42316 -4.41491 -2.19725
H -2.29272 -4.00695 -3.78796
H -4.06560 -2.25136 -3.18048
H -3.99931 -1.37296 -0.80394
O -0.17484 5.32632 -4.47662
C -0.28373 4.50299 -3.57695
C 0.40276 4.57206 -2.21567
O 1.19150 5.36592 -1.77435
C -0.00190 3.29785 -1.53202
C -1.05040 2.62672 -2.21553
O -1.77663 1.68215 -1.75017
C -1.13547 3.23546 -3.63550
O -1.78573 2.85960 -4.59776
O 0.40344 2.80592 -0.41673
O -0.12744 -0.60166 -2.89238
C 1.01986 -0.79002 -2.53098
N 1.55787 -0.06538 -1.45946
S 2.97151 -0.72143 -0.88291
O 4.07255 0.19856 -0.87652
O 2.77227 -1.52334 0.34345
C 3.06881 -1.89371 -2.18536
C 4.13411 -2.72893 -2.46534
C 3.95116 -3.58999 -3.51454
C 2.71550 -3.65796 -4.21154
C 1.72951 -2.75630 -4.04072
C 1.91429 -1.85162 -2.95095
H 5.08997 -2.69031 -1.89868
H 4.70728 -4.27801 -3.86596
H 2.55475 -4.35315 -5.04269
H 0.73453 -2.77519 -4.51106